No. 1
This record from the OMol25 dataset describes 4 unconnected molecules or ions with the total composition C10H25B4BrNO8P. The level of theory is the ωB97M-V functional and the def2-TZVPD basis.

SMILES string	COB(O)B1OB(Br)OB([PH2]=N)O1.CC(C)=O.CC(C)=O.CC(C)=O
electronic energy	-4067.677864	a.u.
spin multiplicity	1

Each line ends with the Mulliken charge.
Positions of all 50 atoms, in Å:
1 C 3.291 -3.280 -0.038  -0.6350
2 O 2.304 -2.385 -0.664  -0.3918
3 B 1.526 -1.636 0.343  0.8853
4 O 1.958 -1.541 1.782  -0.4093
5 B 0.120 -0.872 -0.057  -0.0988
6 O -0.052 0.538 0.439  -0.1809
7 B -1.286 0.424 1.294  0.2862
8 Br -1.017 0.593 3.274  -0.1188
9 O -2.558 0.166 0.591  -0.3502
10 B -2.316 -1.087 -0.208  0.4311
11 P -3.872 -2.259 -0.342  0.2682
12 N -3.662 -3.539 0.677  -0.7225
13 O -1.010 -1.442 -0.817  -0.2562
14 H 4.194 -2.710 0.484  0.2624
15 H 2.832 -4.008 0.769  0.2562
16 H 3.771 -3.968 -0.884  0.2230
17 H 2.910 -1.190 1.822  0.2881
18 H -4.045 -2.759 -1.691  0.0572
19 H -5.086 -1.604 0.112  0.0525
20 H -4.430 -3.567 1.385  0.2009
21 C 0.124 3.032 8.093  -1.1162
22 C -0.386 2.254 6.909  0.8070
23 C -0.384 2.945 5.572  -0.3721
24 O -0.789 1.098 7.030  -0.5628
25 H 0.063 2.408 8.991  0.3042
26 H 1.167 3.313 7.932  0.3064
27 H -0.491 3.923 8.244  0.3142
28 H 0.637 3.222 5.298  0.3212
29 H -1.021 3.832 5.611  0.3192
30 H -0.778 2.263 4.811  -0.3974
31 C -1.977 -0.744 -5.673  -1.0986
32 C -2.504 -0.666 -4.266  0.8277
33 C -2.473 0.677 -3.587  -0.8076
34 O -2.944 -1.661 -3.692  -0.5168
35 H -2.062 -1.774 -6.036  0.3112
36 H -2.564 -0.094 -6.327  0.3408
37 H -0.924 -0.452 -5.692  0.2648
38 H -3.083 1.391 -4.147  0.4259
39 H -1.443 1.032 -3.512  0.1895
40 H -2.885 0.583 -2.576  0.0614
41 C 2.818 -0.290 -3.349  -0.5658
42 C 2.708 1.203 -3.510  0.8769
43 C 3.635 2.060 -2.690  -1.1263
44 O 1.893 1.704 -4.282  -0.5861
45 H 2.089 -0.780 -4.002  0.1986
46 H 3.820 -0.621 -3.633  0.3913
47 H 2.604 -0.568 -2.314  -0.0884
48 H 4.674 1.833 -2.944  0.3505
49 H 3.458 1.886 -1.625  0.2715
50 H 3.443 3.115 -2.909  0.3082

Forces on atoms 1 to 6 (eV/Å):
C 1.666 -1.403 0.048
O -0.718 0.707 3.739
B 3.547 -1.989 0.953
O 0.944 0.749 -3.487
B -2.979 2.501 -1.247
O -2.655 -3.616 1.485

***

No. 2
This record from the OMol25 dataset describes a single O5S2 molecule. The level of theory is the ωB97M-V functional and the def2-TZVPD basis.

electronic energy	-1172.461692	a.u.
spin multiplicity	1
energy relative to the best compared isomer or geometry (same formula, charge and spin)	181.5	kJ/mol

Each line ends with the Mulliken charge.
Positions of all 7 atoms, in Å:
1 O -0.312 -0.944 -0.533  -0.2154
2 O -1.998 0.203 0.153  -0.4433
3 O 0.096 1.138 -0.563  -0.3348
4 O 2.085 -0.418 -0.122  -0.4477
5 O 0.559 -0.017 1.757  -0.4200
6 S -1.228 0.025 -1.043  0.7702
7 S 0.798 0.013 0.351  1.0911

Forces on atoms 1 to 6 (eV/Å):
O 6.074 -8.080 1.489
O -3.029 1.019 -1.000
O 1.391 0.658 0.701
O -1.488 0.973 0.242
O -0.477 0.580 -1.523
S -4.113 5.426 0.788

***

No. 3
This record from the OMol25 dataset describes a molecular structure, C26H36N2O8S2. The level of theory is the ωB97M-V functional and the def2-TZVPD basis.

electronic energy	-2520.096258	a.u.
spin multiplicity	1

Each line ends with the Mulliken charge.
Positions of all 74 atoms, in Å:
1 C -3.624 1.971 -2.453  -1.2578
2 C -3.384 3.302 -1.787  0.5569
3 O -2.838 4.230 -2.713  -0.4430
4 C -2.031 5.218 -2.112  -0.8888
5 C -0.549 4.922 -2.362  0.1282
6 O 0.162 5.146 -1.169  -0.4311
7 C 1.237 4.259 -0.950  -1.4997
8 C 0.738 2.843 -0.754  -0.5381
9 C 1.128 1.757 -1.486  0.8964
10 S 2.392 1.771 -2.737  1.5630
11 C 1.756 2.640 -4.147  -1.0500
12 O 2.582 0.413 -3.176  -0.7797
13 O 3.536 2.460 -2.202  -0.6431
14 C 0.565 0.465 -1.254  -1.0578
15 C -0.388 0.252 -0.298  0.7057
16 C -0.966 -1.104 -0.111  -0.3447
17 C -2.349 -1.250 0.032  -0.2030
18 C -2.926 -2.504 0.167  -1.0188
19 C -2.120 -3.637 0.156  -0.4125
20 C -0.744 -3.494 0.021  -0.8194
21 C -0.161 -2.242 -0.116  -0.2038
22 C -0.803 1.354 0.505  1.3509
23 N -1.697 1.370 1.496  -0.6467
24 S -1.759 2.870 2.043  0.0451
25 N -0.690 3.587 1.084  -0.4471
26 C -0.229 2.631 0.273  0.0440
27 H -4.239 2.067 -3.342  0.3730
28 H -4.147 1.330 -1.746  0.3418
29 H -2.692 1.484 -2.728  0.2137
30 H -4.331 3.685 -1.406  0.3892
31 H -2.685 3.146 -0.964  -0.2708
32 H -2.170 5.263 -1.034  0.3908
33 H -2.294 6.191 -2.521  0.3477
34 H -0.511 3.878 -2.668  0.0409
35 H -0.163 5.535 -3.178  0.3977
36 H 1.693 4.575 -0.016  0.2652
37 H 2.012 4.304 -1.709  0.5296
38 H 0.716 2.347 -4.249  0.3635
39 H 2.338 2.347 -5.008  0.4688
40 H 1.785 3.710 -3.979  0.2897
41 H 0.918 -0.333 -1.885  0.9244
42 H -2.980 -0.377 0.033  0.4256
43 H -3.991 -2.620 0.281  0.4229
44 H -2.531 -4.630 0.240  0.5439
45 H -0.125 -4.379 0.021  0.3760
46 H 0.908 -2.151 -0.231  0.5354
47 O 3.433 2.461 1.848  -0.5132
48 C 4.580 2.180 1.626  0.6519
49 O 5.536 2.697 2.423  -0.3786
50 C 6.903 2.288 2.361  -0.4078
51 C 7.679 3.064 1.317  -0.9370
52 C 4.978 1.337 0.440  -0.6309
53 H 6.976 1.210 2.212  0.3751
54 H 7.304 2.497 3.352  0.3029
55 H 7.292 2.884 0.314  0.2579
56 H 8.731 2.779 1.336  0.3501
57 H 7.603 4.133 1.511  0.2925
58 H 5.085 1.983 -0.429  0.1437
59 H 4.175 0.630 0.246  0.1838
60 H 5.891 0.762 0.582  0.3327
61 O -5.440 -7.127 0.882  -0.5581
62 C -4.699 -7.465 1.761  0.7646
63 O -4.659 -6.744 2.897  -0.3771
64 C -3.960 -7.166 4.070  -0.4210
65 C -2.503 -6.757 4.034  -0.9286
66 C -3.749 -8.631 1.591  -0.9200
67 H -4.085 -8.238 4.231  0.3607
68 H -4.466 -6.665 4.893  0.3231
69 H -1.973 -7.235 3.210  0.2618
70 H -2.005 -7.029 4.965  0.3617
71 H -2.419 -5.680 3.895  0.2836
72 H -2.838 -8.273 1.113  0.2319
73 H -4.224 -9.359 0.939  0.3158
74 H -3.494 -9.137 2.519  0.3043

Forces on atoms 1 to 6 (eV/Å):
C -0.060 -0.051 0.050
C 0.097 -0.183 -0.336
O -0.181 -0.086 -0.028
C 0.318 0.211 -0.147
C -0.496 -0.025 0.084
O 0.314 0.168 -0.112

***

No. 4
This record from the OMol25 dataset describes a molecular structure, C6H9N2O2. The level of theory is the ωB97M-V functional and the def2-TZVPD basis.

electronic energy	-494.087598	a.u.
total charge	-1
spin multiplicity	1
energy relative to the best compared isomer or geometry (same formula, charge and spin)	92.1	kJ/mol

Each line ends with the Mulliken charge.
Positions of all 19 atoms, in Å:
1 C -0.688 -0.379 3.897  -0.8969
2 C -0.959 0.318 2.592  0.7328
3 O -1.539 -0.389 1.651  -0.6526
4 O -0.562 1.463 2.458  -0.6447
5 H -0.018 -1.250 3.860  0.2289
6 H -1.661 -0.748 4.220  0.2492
7 H -0.273 0.329 4.596  0.2867
8 C 1.154 0.423 -3.701  -1.0106
9 C 0.559 -1.000 -0.496  -0.1751
10 C -0.249 0.726 -1.537  -0.7033
11 C 0.594 0.009 -2.394  0.6108
12 N -0.279 0.050 -0.375  -0.1986
13 N 1.087 -1.069 -1.749  -0.8055
14 H -1.257 -0.002 0.556  0.4611
15 H 0.753 -1.725 0.274  0.4102
16 H -0.616 1.738 -1.664  0.3457
17 H 1.163 1.492 -3.922  0.2879
18 H 0.588 -0.156 -4.463  0.1844
19 H 2.203 0.170 -3.804  0.2897

Forces on atoms 1 to 6 (eV/Å):
C -0.521 -0.758 0.214
C 0.748 -0.177 -1.339
O -0.615 0.169 0.956
O -0.225 0.492 -0.034
H -0.194 0.247 -0.452
H 0.014 -0.118 0.445